The following is a quantum chemistry calculation of a cluster of 2 separate species, C9H21N5 in total, from OMol25.

Relative energy (zero: lowest compared OMol25 entry of this formula, charge and spin) = 360.85 kJ/mol
LUMO (alpha / beta) = 0.8 / 0.9 eV
HOMO level (alpha / beta) = -7.28 / -6.73 eV
2S+1 = 1

```
35
C9H21N5 the ωB97M-V functional and the def2-TZVPD basis
C 0.76 -1.01 0.55
C 2.34 -2.76 1.60
C 2.73 1.36 -0.76
C -2.31 2.44 2.24
C -1.61 -0.81 -2.82
C 2.07 -1.84 0.40
C 1.63 0.46 -1.35
C -2.23 1.61 0.91
C -2.18 0.05 -1.76
N -0.12 -1.18 1.47
N -1.14 -0.41 1.65
N 0.56 -0.01 -0.40
N -1.04 0.85 0.94
N -0.43 0.87 -0.27
H 2.44 -2.21 2.61
H 3.09 -3.50 1.32
H 1.33 -3.29 1.77
H 3.55 0.98 -1.42
H 2.94 0.90 0.28
H 2.68 2.46 -0.70
H -3.43 2.70 2.33
H -1.60 3.26 1.93
H -1.92 1.79 2.99
H -2.45 -1.26 -3.37
H -1.09 -1.63 -2.36
H -1.03 -0.25 -3.55
H 1.87 -2.39 -0.54
H 2.94 -1.24 0.16
H 2.22 -0.41 -1.72
H 1.12 0.90 -2.20
H -2.18 2.21 0.10
H -3.02 0.84 0.71
H -2.94 -0.36 -1.15
H -2.39 0.92 -2.24
H -1.15 -0.02 2.66
```

The following is a quantum chemistry calculation of a cluster of 5 separate species, C9H22BN4O6 in total, from OMol25.

Net charge = +1
LUMO = -5.5 eV
HOMO level = -12.73 eV
2S+1 = 1

```
42
C9H22BN4O6 the ωB97M-V functional and the def2-TZVPD basis
N -3.96 1.15 -3.00
C -3.11 0.42 -2.81
O -2.10 -0.37 -2.52
N -1.57 -0.03 -1.24
C -0.94 1.13 -1.12
C -0.42 1.46 0.13
B 0.32 2.88 0.37
N -0.50 4.10 0.34
O 1.65 2.94 0.56
C -0.62 0.51 1.11
C -1.27 -0.69 0.84
N -1.75 -0.96 -0.37
H -0.87 1.77 -1.99
H -0.94 4.18 -0.58
H -1.31 3.94 0.95
H 1.92 2.66 1.46
H -0.24 0.66 2.11
H -1.41 -1.46 1.59
C 4.23 4.91 2.82
O 3.55 3.72 2.42
H 4.08 5.03 3.89
H 5.30 4.83 2.63
H 3.83 5.79 2.31
H 3.70 3.62 1.47
C 3.50 2.20 -2.11
O 3.76 1.21 -1.12
H 4.25 2.98 -2.00
H 3.59 1.77 -3.11
H 2.51 2.64 -1.98
H 3.12 0.51 -1.22
C -2.19 -4.84 2.01
O -1.45 -3.69 1.56
H -2.65 -4.58 2.96
H -2.95 -5.10 1.29
H -1.52 -5.68 2.16
H -1.03 -3.94 0.73
C -2.72 -5.64 -1.96
O -2.42 -6.52 -0.88
H -2.02 -4.81 -1.91
H -2.60 -6.14 -2.93
H -3.74 -5.25 -1.88
H -3.04 -7.26 -0.93
```

The following is a quantum chemistry calculation of a structure of composition C9H22LuN4O2, from OMol25.

Relative energy (zero: lowest compared OMol25 entry of this formula, charge and spin) = 0.00 kJ/mol
Net charge = +3
LUMO = -10.2 eV
HOMO level = -20.96 eV
2S+1 = 1

```
38
C9H22LuN4O2 the ωB97M-V functional and the def2-TZVPD basis
Lu 0.96 -0.95 -0.80
N 1.50 -2.93 -2.16
C 2.71 -2.63 -3.03
C 3.89 -2.06 -2.20
C 3.20 -1.11 -1.30
O 2.54 -0.10 -1.79
O 2.84 -1.47 -0.12
H 1.74 -3.69 -1.52
H 0.79 -3.34 -2.77
H 2.39 -1.89 -3.76
H 3.04 -3.51 -3.57
H 4.58 -1.57 -2.88
H 4.39 -2.82 -1.61
N -3.50 1.88 2.13
C -2.86 0.73 1.32
C -1.78 0.00 2.11
C -0.38 0.66 2.08
N 0.67 -0.28 1.54
C -0.35 1.96 1.29
C -1.01 1.92 -0.08
N -0.08 1.28 -1.08
C -2.38 1.21 -0.05
H -3.91 1.53 3.00
H -4.27 2.31 1.60
H -2.87 2.64 2.39
H -3.71 0.07 1.19
H -1.75 -0.99 1.65
H -2.10 -0.19 3.13
H -0.09 0.87 3.11
H 0.75 -1.09 2.15
H 1.57 0.18 1.68
H 0.68 2.32 1.21
H -0.82 2.75 1.89
H -1.16 2.94 -0.41
H 0.76 1.86 -1.11
H -0.47 1.40 -2.01
H -2.36 0.30 -0.65
H -3.14 1.82 -0.54
```

The following is a quantum chemistry calculation of a cluster of 2 separate species, C9H22N2Si2 in total, from OMol25.

Relative energy (zero: lowest compared OMol25 entry of this formula, charge and spin) = 24.99 kJ/mol
Net charge = +2
LUMO = -7.2 eV
HOMO level = -14.30 eV
2S+1 = 1

```
35
C9H22N2Si2 the ωB97M-V functional and the def2-TZVPD basis
C -3.61 -1.45 -0.36
C -4.83 -1.77 0.12
C -5.14 -0.05 -1.24
C -8.38 1.70 -1.08
C 13.05 0.83 0.85
C -8.13 -2.00 -1.76
C 9.43 1.54 1.17
C -8.17 0.94 0.17
C 12.13 -0.28 1.55
N -3.83 -0.42 -1.22
N -5.82 -0.87 -0.53
Si -7.65 -1.06 -0.18
Si 10.32 0.09 1.90
H -2.67 -1.85 -0.21
H -5.24 -2.55 0.64
H -5.59 0.68 -1.99
H -7.50 1.93 -1.59
H -9.20 1.42 -1.69
H -8.74 2.82 -0.84
H 13.06 1.73 1.44
H 14.01 0.31 0.81
H 12.50 0.99 -0.07
H -9.21 -2.07 -1.56
H -8.08 -1.58 -2.75
H -7.75 -3.01 -1.74
H 8.36 1.75 1.26
H 9.98 2.28 1.74
H 9.66 1.68 0.19
H -9.12 1.00 0.70
H -7.41 1.44 0.78
H 12.55 -0.65 2.49
H 12.37 -1.13 1.01
H -3.15 0.14 -1.62
H -7.61 -1.62 1.14
H 9.40 -0.87 2.47
```

The following is a quantum chemistry calculation of a cluster of 2 separate species, C9H22N3 in total, from OMol25.

Relative energy (zero: lowest compared OMol25 entry of this formula, charge and spin) = 270.04 kJ/mol
Net charge = +1
LUMO (alpha / beta) = -3.7 / -3.3 eV
HOMO level (alpha / beta) = -9.55 / -10.43 eV
2S+1 = 1

```
34
C9H22N3 the ωB97M-V functional and the def2-TZVPD basis
C 0.36 2.13 2.37
C 1.20 1.92 1.34
C -2.88 -1.04 -0.43
C -0.13 -0.48 -1.73
C 1.01 -2.51 -0.16
C 0.48 -1.33 1.86
C -1.82 -0.06 0.11
C 0.82 2.09 -0.02
C -0.40 -0.41 -0.24
N 1.49 2.57 -2.28
N 1.69 2.03 -1.02
N 0.01 -1.66 0.50
H 0.69 2.01 3.39
H -0.66 2.43 2.21
H 2.23 1.63 1.52
H -2.70 -2.07 -0.12
H -3.86 -0.75 -0.05
H -2.92 -1.00 -1.51
H -0.59 0.39 -2.19
H -0.54 -1.36 -2.22
H 0.94 -0.44 -1.94
H 1.23 -3.37 0.46
H 0.65 -2.86 -1.13
H 1.93 -1.94 -0.31
H 0.57 -2.23 2.46
H 1.44 -0.84 1.79
H -0.22 -0.65 2.34
H -2.04 0.93 -0.29
H -1.93 0.01 1.20
H -0.17 2.44 -0.25
H 0.52 2.87 -2.40
H 1.76 1.94 -3.02
H 2.67 1.85 -0.82
H -0.85 -2.22 0.60
```

The following is a quantum chemistry calculation of a structure of composition C9H22NOPS, from OMol25.

Relative energy (zero: lowest compared OMol25 entry of this formula, charge and spin) = 235.97 kJ/mol
LUMO = 0.2 eV
HOMO level = -8.27 eV
2S+1 = 1

```
35
C9H22NOPS the ωB97M-V functional and the def2-TZVPD basis
C 0.50 1.43 -2.88
C 2.75 1.25 0.89
C -0.50 -2.95 -0.06
C -2.15 -2.02 1.60
C -2.32 -1.30 -0.81
C -0.44 2.24 2.32
C 0.81 1.60 -1.35
C 2.44 0.25 -0.15
C -1.43 -1.78 0.33
N 1.18 0.24 -0.85
O 0.43 -0.67 2.10
P -0.32 -0.32 0.89
S -1.58 1.40 1.21
H -0.03 2.28 -3.33
H 1.53 1.28 -3.47
H -0.26 0.60 -3.13
H 2.47 0.87 1.81
H 3.78 1.47 0.83
H 2.12 2.23 0.70
H 0.22 -2.58 -0.78
H -0.09 -3.50 0.73
H -1.03 -3.76 -0.50
H -2.98 -2.78 1.69
H -2.64 -1.10 1.87
H -1.49 -2.34 2.38
H -2.96 -2.24 -1.07
H -2.91 -0.49 -0.59
H -1.70 -0.86 -1.61
H -0.94 3.08 2.82
H 0.26 2.69 1.60
H 0.21 1.59 2.80
H 1.58 2.34 -1.18
H -0.11 2.10 -0.85
H 3.12 0.41 -0.97
H 2.53 -0.63 0.31
```

The following is a quantum chemistry calculation of a structure of composition C9H23BF2N2O5PSi2, from OMol25.

Net charge = +1
LUMO = -3.7 eV
HOMO level = -10.23 eV
2S+1 = 1

```
45
C9H23BF2N2O5PSi2 the ωB97M-V functional and the def2-TZVPD basis
C 3.28 1.13 1.53
C 2.76 0.06 1.38
Si 2.09 -1.62 1.03
F 3.26 -2.69 1.22
O 1.65 -1.60 -0.54
Si 0.24 -2.33 -1.12
C 0.58 -2.87 -2.91
C 2.04 -2.63 -3.36
C 2.22 -1.33 -4.09
F 2.03 -0.23 -3.24
B -1.19 -0.89 -0.95
O -2.23 -1.04 -0.03
O -1.14 0.31 -1.62
C -1.41 0.27 -3.02
P 0.40 -2.11 2.43
N 0.19 -0.68 3.30
O 1.12 -3.11 3.55
H 3.78 2.08 1.47
H -0.15 -3.53 -0.34
H -0.12 -2.41 -3.61
H 0.39 -3.94 -2.93
H 2.75 -2.72 -2.54
H 2.31 -3.41 -4.07
H 1.50 -1.25 -4.90
H 3.21 -1.24 -4.54
H -2.65 -1.91 -0.10
H -0.47 0.34 -3.58
H -1.94 -0.64 -3.32
H -2.03 1.12 -3.29
H -0.73 -0.31 3.17
H 0.91 0.02 3.15
H 1.49 -3.89 3.13
C -2.38 2.12 0.78
C -1.50 2.59 1.89
O -0.65 2.00 2.45
N -1.63 4.07 2.28
C -1.76 4.28 3.76
H -2.31 1.04 0.70
H -3.42 2.40 0.97
H -2.05 2.57 -0.16
H -2.36 4.54 1.75
H -0.72 4.47 2.01
H -2.71 3.86 4.09
H -1.74 5.35 3.95
H -0.93 3.79 4.25
```

The following is a quantum chemistry calculation of a structure of composition C9H23BNORb, from OMol25.

Relative energy (zero: lowest compared OMol25 entry of this formula, charge and spin) = 0.00 kJ/mol
LUMO = -0.2 eV
HOMO level = -8.40 eV
2S+1 = 1

```
36
C9H23BNORb the ωB97M-V functional and the def2-TZVPD basis
Rb -2.62 -0.07 -1.92
B -4.76 1.34 -3.49
H -5.61 2.10 -3.87
H -4.58 0.44 -4.29
H -3.67 1.86 -3.40
H -5.02 0.92 -2.39
C 0.40 -1.83 -1.48
C 1.01 -1.15 -0.23
C 2.08 -0.21 -0.76
C 2.61 0.77 0.27
C 1.47 1.55 0.89
C 0.32 0.69 1.42
N -0.03 -0.36 0.45
O -1.09 -1.17 0.90
C 0.70 0.14 2.81
C -0.92 1.58 1.55
C 1.65 -2.27 0.60
H -0.57 -2.27 -1.24
H 1.04 -2.60 -1.89
H 0.18 -1.06 -2.22
H 2.88 -0.81 -1.19
H 1.71 0.38 -1.61
H 3.32 1.45 -0.20
H 3.18 0.25 1.05
H 1.12 2.35 0.23
H 1.87 2.06 1.77
H 1.55 -0.52 2.74
H 0.90 0.95 3.50
H -0.12 -0.46 3.22
H -1.72 1.04 2.07
H -0.73 2.49 2.11
H -1.30 1.84 0.56
H 2.39 -2.80 0.00
H 0.94 -3.04 0.92
H 2.19 -1.93 1.49
H -0.77 -1.71 1.63
```

| no. | calculated total energy (a.u.) |
| --- | --- |
| 1 | -629.00690 |
| 2 | -1051.03750 |
| 3 | -1960.31546 |
| 4 | -1044.00804 |
| 5 | -519.99377 |
| 6 | -1225.56105 |
| 7 | -1987.30417 |
| 8 | -535.55855 |